{"formula": "C12H30AlF2NO12P2S2", "method": "ωB97M-V/def2-TZVPD", "spin_multiplicity": 2, "relative_energy_ev": 2.3358, "e_tot_ev": -91261.9003, "charge": 1, "e_homo_ha": [-0.450, -0.450], "max_force_ev_per_a": 8.78, "molar_mass_g_mol": 571.43, "s_squared": 0.759, "homo_lumo_gap_ev": [8.57, 2.16], "elements": ["Al", "N", "S", "O", "O", "F", "S", "O", "O", "F", "C", "C", "O", "P", "O", "O", "C", "C", "O", "C", "C", "H", "H", "H", "H", "H", "H", "H", "H", "H", "H", "H", "H", "H", "H", "H", "C", "C", "O", "P", "O", "O", "C", "C", "O", "C", "C", "H", "H", "H", "H", "H", "H", "H", "H", "H", "H", "H", "H", "H", "H", "H"], "xyz": [[0.758, -3.278, -1.811], [2.184, -2.983, 0.663], [2.922, -1.876, 1.345], [4.283, -2.186, 1.745], [2.053, -0.984, 2.095], [3.270, -0.826, 0.141], [2.450, -4.026, 2.032], [2.134, -3.681, 3.401], [3.348, -5.174, 1.784], [1.075, -4.794, 1.758], [3.567, 1.887, -4.781], [2.581, 0.713, -4.773], [1.358, 1.118, -4.080], [1.099, 0.987, -2.486], [1.075, -0.398, -1.896], [2.259, 1.956, -1.915], [2.151, 2.484, -0.659], [3.318, 3.366, -0.237], [-0.308, 1.805, -2.340], [-1.479, 1.072, -2.479], [-2.568, 2.004, -1.867], [3.146, 2.706, -5.363], [3.686, 2.341, -3.797], [4.506, 1.498, -5.174], [2.370, 0.472, -5.815], [3.103, -0.176, -4.419], [1.206, 3.005, -0.508], [2.090, 1.626, 0.011], [3.164, 3.655, 0.803], [4.184, 2.714, -0.120], [3.537, 4.171, -0.938], [-1.751, 0.772, -3.491], [-1.514, 0.118, -1.954], [-3.605, 1.711, -2.030], [-2.282, 2.115, -0.821], [-2.411, 3.006, -2.266], [-4.902, -0.977, -0.546], [-3.880, -1.292, 0.467], [-2.919, -0.248, 0.573], [-1.359, -0.653, 0.985], [-0.802, -1.613, -0.021], [-0.606, 0.777, 1.255], [-1.188, 1.891, 1.913], [-0.875, 1.853, 3.460], [-1.619, -1.266, 2.476], [-0.961, -2.379, 2.944], [-1.855, -2.843, 4.043], [-5.538, -1.850, -0.691], [-5.491, -0.155, -0.139], [-4.432, -0.692, -1.487], [-4.312, -1.327, 1.468], [-3.528, -2.313, 0.319], [-0.974, 2.847, 1.436], [-2.273, 1.935, 1.822], [-1.395, 0.984, 3.865], [0.201, 1.780, 3.619], [-1.330, 2.747, 3.887], [-0.690, -3.110, 2.182], [-0.068, -2.045, 3.473], [-1.481, -3.796, 4.416], [-1.833, -2.159, 4.891], [-2.849, -3.018, 3.632]], "mulliken_charge": [1.02, -0.01, 0.93, -0.60, -0.51, -0.31, 0.91, -0.47, -0.57, -0.28, -0.89, -0.30, -0.34, 0.48, 0.00, 0.03, 0.20, -1.44, -0.23, -0.06, -0.94, 0.32, 0.15, 0.38, 0.36, 0.26, 0.34, 0.21, 0.42, 0.38, 0.37, 0.42, 0.05, 0.37, -0.02, 0.41, -1.20, -0.27, -0.22, 0.54, -0.51, 0.25, -0.53, -1.22, -0.35, 0.02, -1.42, 0.41, 0.32, 0.18, 0.29, 0.38, 0.51, 0.27, 0.22, 0.30, 0.43, 0.32, 0.22, 0.43, 0.30, 0.30]}